Entry 1:
{"formula": "C3H7ClOS", "method": "wB97M-V/def2-TZVPD", "de_lowest_ev": 0.380, "molar_mass_g_mol": 126.61, "total_energy_ev": -28629.3966, "max_force_ev_per_a": 1.44, "homo_ev": -9.2, "gap_ev": 10.0, "symbols": ["O", "C", "C", "S", "C", "Cl", "H", "H", "H", "H", "H", "H", "H"], "coordinates": [[-0.868221, 0.021052, -1.403114], [0.025532, -0.295402, -0.357901], [0.604161, 0.940462, 0.355726], [1.587599, 2.078236, -0.707400], [-0.618203, -1.277654, 0.659208], [-2.235139, -0.741057, 1.157496], [-1.683537, 0.433877, -1.044908], [0.757718, -0.890559, -0.877451], [-0.172231, 1.601072, 0.667040], [1.121927, 0.652943, 1.289939], [2.264639, 1.090032, -1.399516], [-0.839125, -2.248754, 0.150915], [0.054880, -1.364249, 1.509967]], "forces_ev_per_angstrom": [[-0.576, 0.450, 0.184], [-1.123, 0.116, 0.339], [0.748, -0.307, -0.271], [0.380, -1.367, -0.245], [0.069, -0.416, -1.275], [-0.117, 0.371, 0.437], [0.728, -0.362, -0.115], [0.857, -0.015, 0.073], [-0.984, 0.261, 0.303], [0.130, 0.057, -0.639], [-0.422, 0.778, 0.519], [0.640, 0.744, 0.551], [-0.328, -0.308, 0.138]]}

***

Entry 2:
{"formula": "C6H9NO3S", "method": "wB97M-V/def2-TZVPD", "de_lowest_ev": 4.833, "molar_mass_g_mol": 175.21, "total_energy_ev": -24830.9690, "max_force_ev_per_a": 5.00, "homo_ev": -9.2, "gap_ev": 9.2, "symbols": ["C", "C", "C", "C", "C", "C", "N", "O", "O", "O", "S", "H", "H", "H", "H", "H", "H", "H", "H", "H"], "coordinates": [[0.651825, 1.216598, -2.983914], [1.493344, 1.229602, -1.884605], [-0.068802, 0.104874, -2.924966], [1.146601, 0.106913, -1.204289], [0.967215, 1.123207, 1.976228], [-0.832517, -0.532730, 1.623810], [0.584224, -0.311527, 1.945925], [1.424136, -2.291609, 0.685209], [3.053659, -0.488711, 1.185154], [0.238570, -0.668653, -1.808390], [1.693510, -0.910332, 0.845057], [0.661404, 2.049682, -3.701573], [2.212502, 2.058733, -1.614022], [-0.938529, -0.278450, -3.641100], [0.569484, 1.409564, 0.932000], [0.228311, 1.485990, 2.716769], [2.005356, 1.212644, 2.151678], [-1.228498, -0.526862, 0.514713], [-0.989479, -1.605210, 1.811393], [-1.410913, 0.057247, 2.308886]], "forces_ev_per_angstrom": [[0.007, 1.691, -1.815], [1.702, 0.816, 2.481], [-3.614, -2.486, -2.395], [1.688, -1.669, 3.982], [-4.286, -0.267, -1.193], [-0.195, -2.352, -1.725], [1.746, 0.417, -1.298], [-0.364, -0.838, -0.492], [-2.138, -0.194, -0.390], [-0.175, 1.793, -1.075], [1.109, 0.817, -1.890], [-0.409, -0.879, 0.136], [-1.002, -1.467, -0.164], [2.298, 0.709, 1.939], [1.198, 0.933, 1.452], [1.067, 0.678, -0.170], [0.696, 0.584, 0.334], [1.231, 1.062, 1.788], [-0.183, 0.347, 0.456], [-0.377, 0.303, 0.037]]}

***

Entry 3:
{"formula": "C21H26HgN5O9S3", "method": "wB97M-V/def2-TZVPD", "s_squared": 0.769, "molar_mass_g_mol": 789.26, "spin_multiplicity": 2, "total_energy_ev": -84756.3123, "max_force_ev_per_a": 0.71, "homo_ev": [0.1, -2.9], "total_charge": -2, "gap_ev": [3.7, 6.7], "symbols": ["Hg", "N", "N", "C", "N", "S", "H", "H", "H", "H", "H", "O", "C", "C", "C", "C", "C", "C", "C", "O", "N", "O", "O", "H", "H", "H", "H", "C", "C", "C", "C", "C", "C", "C", "S", "O", "O", "N", "C", "C", "O", "O", "H", "H", "H", "H", "H", "H", "H", "H", "H", "O", "S", "C", "C", "C", "C", "H", "H", "H", "H", "H", "H", "H", "H"], "coordinates": [[0.138710, 0.107533, -0.167270], [-3.116300, -2.135429, -0.074411], [-2.115665, -3.104404, 0.179105], [-1.070802, -3.281715, -0.634986], [-0.086891, -4.094750, -0.149048], [-0.984603, -2.645484, -2.197206], [-3.053004, -1.941590, -1.074527], [-2.792807, -1.280997, 0.386988], [-1.947782, -3.247869, 1.173181], [0.014577, -4.097625, 0.863087], [0.783891, -3.977936, -0.647068], [0.278453, 2.147324, 0.951993], [-0.489614, 3.091226, 0.715792], [-1.593110, 3.188451, -0.183778], [-2.225640, 4.467949, -0.190528], [-3.324183, 4.735166, -0.979233], [-3.826224, 3.682310, -1.783287], [-3.232352, 2.452827, -1.795419], [-2.083260, 2.140569, -1.012287], [-1.600341, 0.932423, -1.141391], [-3.936799, 5.981171, -0.995142], [-4.942554, 6.172818, -1.775287], [-3.467146, 6.903798, -0.236773], [-0.305091, 4.020931, 1.284881], [-1.842559, 5.259736, 0.438291], [-4.698553, 3.893978, -2.386038], [-3.624166, 1.652854, -2.412594], [5.849323, 3.968519, -0.354342], [5.200195, 2.616384, -0.209817], [3.992203, 2.483879, 0.461932], [3.363933, 1.252136, 0.573225], [3.940802, 0.133753, -0.000856], [5.160918, 0.241936, -0.657831], [5.783516, 1.475418, -0.756936], [3.134761, -1.460497, -0.030117], [3.934622, -2.314238, 0.826535], [3.101711, -1.801054, -1.436721], [1.666485, -1.299490, 0.516941], [1.436830, -1.599955, 1.946395], [-0.062468, -1.862632, 2.165118], [-0.393079, -2.936424, 2.703224], [-0.861651, -0.987805, 1.733226], [5.163556, 4.678633, -0.819224], [6.747236, 3.909377, -0.969866], [6.130795, 4.377972, 0.618062], [3.513457, 3.359079, 0.886311], [2.415887, 1.183780, 1.085896], [5.602835, -0.642545, -1.097772], [6.730814, 1.558887, -1.279537], [1.731386, -0.759820, 2.588095], [1.998736, -2.483143, 2.237243], [1.513674, 1.124108, -1.996794], [1.426767, 1.340402, -3.478847], [-0.113533, 0.531892, -4.029765], [0.249416, -0.678010, -4.887202], [1.579130, -1.192192, -4.344658], [2.467024, 0.037555, -4.200831], [-0.728254, 1.274819, -4.536834], [-0.608426, 0.249643, -3.098675], [0.351584, -0.385052, -5.937215], [-0.530798, -1.436252, -4.817426], [2.033479, -1.943146, -4.993473], [1.437099, -1.638234, -3.359775], [2.830830, 0.415855, -5.160563], [3.296020, -0.098504, -3.505669]], "forces_ev_per_angstrom": [[-0.142, -0.561, -0.414], [0.011, 0.048, 0.053], [0.122, 0.226, 0.055], [0.069, -0.189, -0.046], [0.070, 0.150, 0.021], [-0.076, -0.003, 0.042], [-0.012, -0.051, 0.059], [0.026, -0.042, -0.042], [-0.046, -0.018, -0.023], [-0.029, 0.014, 0.010], [-0.032, -0.021, 0.003], [-0.133, 0.391, 0.083], [0.281, -0.053, 0.122], [-0.168, 0.069, -0.100], [0.160, -0.133, 0.112], [-0.150, 0.005, -0.109], [-0.015, 0.061, -0.018], [0.090, -0.053, 0.024], [-0.065, 0.133, -0.077], [0.235, -0.124, 0.231], [0.017, 0.009, -0.003], [-0.028, -0.005, -0.006], [0.018, 0.020, 0.011], [-0.036, -0.014, -0.032], [-0.007, 0.005, 0.008], [0.003, 0.002, -0.005], [-0.009, -0.004, -0.010], [-0.022, -0.034, 0.020], [0.030, 0.015, -0.027], [-0.007, -0.002, 0.044], [0.045, -0.041, 0.037], [0.046, 0.019, -0.115], [-0.052, 0.025, 0.061], [0.004, -0.004, 0.010], [0.095, 0.021, -0.266], [-0.074, -0.029, 0.019], [-0.027, 0.014, -0.012], [-0.221, 0.149, 0.488], [0.024, -0.005, -0.173], [0.040, -0.061, -0.169], [-0.075, -0.263, 0.046], [-0.086, 0.079, 0.070], [0.005, 0.011, -0.011], [0.009, 0.008, -0.001], [0.011, 0.002, 0.006], [-0.017, 0.001, 0.005], [-0.030, 0.024, -0.008], [0.010, 0.005, -0.043], [-0.005, 0.002, -0.008], [0.027, 0.016, 0.042], [-0.006, 0.025, 0.038], [0.122, 0.328, -0.014], [0.055, -0.190, 0.154], [-0.022, 0.052, -0.139], [0.054, 0.001, 0.076], [0.078, 0.081, 0.006], [-0.071, -0.058, -0.073], [-0.031, -0.012, 0.016], [-0.038, 0.029, 0.032], [0.002, -0.020, -0.009], [-0.027, 0.001, -0.025], [0.008, -0.009, 0.002], [-0.006, -0.038, -0.001], [0.004, -0.040, -0.025], [-0.008, 0.036, -0.005]]}

***

Entry 4:
{"formula": "C6H32O11", "method": "wB97M-V/def2-TZVPD", "de_lowest_ev": 6.825, "molar_mass_g_mol": 280.31, "total_energy_ev": -29257.9775, "max_force_ev_per_a": 8.38, "homo_ev": -9.4, "gap_ev": 9.5, "symbols": ["C", "C", "C", "C", "C", "C", "H", "H", "H", "H", "H", "H", "H", "H", "H", "H", "O", "H", "H", "O", "H", "H", "O", "H", "H", "O", "H", "H", "O", "H", "H", "O", "H", "H", "O", "H", "H", "O", "H", "H", "O", "H", "H", "O", "H", "H", "O", "H", "H"], "coordinates": [[1.541481, -0.784261, 2.743703], [1.885261, -1.552272, 1.707023], [0.937877, -2.598462, 1.173766], [-0.151598, -2.390891, 0.476982], [-1.158334, -3.216774, -0.374478], [-1.999194, -2.611940, -1.499673], [0.513039, -0.707969, 3.062546], [2.205453, -0.137110, 3.315191], [2.971082, -1.686017, 1.346865], [1.317556, -3.565809, 1.328556], [-0.519522, -1.403006, 0.430903], [-0.556832, -4.181515, -0.740361], [-1.772731, -3.789401, 0.384096], [-1.787813, -1.563615, -1.550811], [-3.033560, -2.744490, -1.162683], [-1.871022, -2.983955, -2.566055], [-1.546728, -2.483133, 3.197367], [-1.871340, -2.994724, 2.444640], [-0.648890, -2.530038, 3.066377], [-1.997658, -0.196431, 1.680295], [-1.830784, -0.908198, 2.284151], [-2.884098, -0.559972, 1.515300], [-0.325764, 0.419662, -3.783790], [-1.000288, 0.324207, -3.203323], [-0.716616, 0.399362, -4.591035], [-1.199495, 4.159233, 0.042588], [-0.580892, 4.330697, 0.711422], [-0.407660, 3.913156, -0.625760], [2.045562, 1.704760, 2.187882], [1.107809, 1.264321, 1.950427], [1.765920, 2.140464, 3.008116], [1.358218, -0.874586, -4.373610], [1.027672, -1.101556, -3.602373], [1.920175, -0.157812, -4.011371], [-0.605491, 1.800659, 2.248164], [-1.116443, 1.089172, 2.303283], [-0.722693, 2.768532, 2.086500], [0.999045, 2.591120, -3.443564], [0.600627, 2.531717, -2.555413], [1.147564, 1.742942, -3.833215], [-2.322474, 1.258378, -1.047796], [-2.915954, 2.000111, -0.958261], [-2.363244, 0.809880, -0.170048], [3.073520, 0.595171, -1.491608], [3.204164, 0.217270, -0.645828], [3.927803, 0.397356, -1.989662], [1.240849, 4.044857, 0.964458], [1.637051, 3.112847, 0.678794], [1.479387, 4.108047, 1.881303]], "forces_ev_per_angstrom": [[0.688, -0.163, 0.013], [0.416, -0.964, 0.545], [1.104, 0.745, -0.359], [-2.087, 0.536, -2.034], [2.606, -4.671, 1.302], [-0.079, -0.214, -0.051], [-0.261, -0.285, 0.079], [0.029, -0.488, -0.493], [-1.737, 0.404, 0.719], [0.517, -1.468, -0.116], [0.261, 1.509, -0.087], [-1.027, 2.024, 0.342], [-0.085, 0.810, -0.771], [-0.086, 0.854, -0.029], [0.014, 0.228, -0.665], [0.051, -0.028, 1.624], [-3.576, 0.062, 0.230], [-0.164, -0.132, 0.193], [3.642, -0.124, -0.289], [-1.860, -0.515, -0.746], [1.481, -1.058, 1.428], [-0.331, 1.002, -0.605], [2.489, 0.913, 1.614], [-3.436, -0.012, 3.209], [-1.482, -0.177, -3.937], [1.399, -1.319, -4.017], [1.184, 0.798, 2.036], [-3.200, 0.711, 1.669], [-2.325, -0.707, -0.589], [2.563, 1.647, 0.564], [0.257, -0.034, -0.177], [5.342, 1.229, -5.374], [-3.215, -2.274, 5.484], [-0.032, -0.418, -0.943], [5.922, 5.923, 0.132], [-4.851, -3.315, -0.118], [-1.121, -2.128, -0.064], [0.395, 2.243, 0.685], [0.374, -0.716, -1.004], [-0.497, -0.725, 0.401], [0.072, -1.142, 0.793], [-0.116, 0.512, 0.024], [0.325, 0.611, -0.932], [1.474, 0.147, -2.487], [0.184, -0.617, 1.467], [-1.727, 0.457, 1.038], [1.133, -2.421, -1.533], [-1.083, 2.784, 1.287], [0.455, -0.038, 0.542]]}